No. 1
Molecular formula: C6H5NO11S2V
Method: DFT, ωB97M-V/def2-TZVPD

The value obtained for the relative energy (zero: lowest compared OMol25 entry of this formula, charge and spin) is 0.0 kJ/mol. The LUMO energy (spin up / spin down) is 3.94 / 3.93 eV. The spin multiplicity is 2. The charge is -2. The calculation puts the electronic energy at -2854.5382 Eh.

```
26
Properties=species:S:1:pos:R:3:forces:R:3:lowdin_spin:R:1
O -0.585898 1.065674 -2.665687 0.52 0.12 1.24 -0.1511
V 0.904250 1.265793 -2.122828 -0.50 -0.19 -2.93 1.1005
S 1.839292 3.038331 -0.326775 0.10 0.00 0.67 0.0021
O 1.443257 2.965926 1.077745 -0.11 -0.12 -0.19 0.0014
O 2.725089 4.145983 -0.599589 0.10 0.13 -0.16 -0.0006
O 2.422540 1.711603 -0.787705 0.10 -0.12 0.03 -0.0013
O 0.604547 3.069946 -1.225203 -0.10 -0.07 -0.15 0.0288
S 2.344291 0.323986 -4.217496 0.61 -0.46 -0.13 0.0049
O 1.820972 1.728032 -3.920791 -0.25 0.21 0.75 -0.0015
O 1.907427 -0.165235 -5.520951 -0.09 0.29 0.45 0.0003
O 3.793371 0.266421 -4.051947 -0.56 0.02 -0.09 -0.0003
O 1.632396 -0.422485 -3.085273 0.33 0.18 0.63 0.0049
C -3.044722 -2.194808 2.661230 0.02 0.05 -0.45 0.0001
C -1.958725 -1.950348 3.494149 -0.09 0.06 -0.11 0.0000
C -0.815977 -1.343846 2.987162 -0.13 -0.19 0.27 0.0002
C -0.791594 -0.981985 1.655990 0.16 0.06 0.19 0.0001
C -1.859933 -1.184062 0.814222 -0.50 -0.04 -0.15 0.0001
C -2.997251 -1.803710 1.322067 0.26 -0.06 0.23 0.0000
N 0.428109 -0.351857 1.102325 -0.07 0.20 -0.09 0.0016
O 1.395425 -0.277084 1.821945 -0.05 -0.05 -0.23 0.0049
O 0.326548 0.026615 -0.045739 0.04 -0.16 0.15 0.0048
H -3.929031 -2.707069 3.022299 0.04 0.09 0.14 0.0000
H -2.005774 -2.216891 4.542488 0.04 -0.06 -0.03 0.0000
H 0.040630 -1.170139 3.620142 0.08 0.11 -0.09 0.0000
H -1.807652 -0.845636 -0.211814 0.08 -0.03 -0.02 0.0000
H -3.831579 -1.993145 0.660044 -0.04 0.02 0.05 0.0000
```
Positions in Å, forces in eV/Å.

No. 2
Molecular formula: C6H5NO3
Method: DFT, ωB97M-V/def2-TZVPD

The value obtained for the relative energy (zero: lowest compared OMol25 entry of this formula, charge and spin) is 876.0 kJ/mol. The LUMO energy is -1.56 eV. The spin multiplicity is 1. The charge is 0. The calculation puts the electronic energy at -511.8055 Eh.

```
15
Properties=species:S:1:pos:R:3:forces:R:3:mulliken_charge:R:1
O -3.619297 -0.434502 -0.385089 6.70 1.08 1.97 -0.4676
N -2.347638 -0.210714 -0.014640 0.96 -2.56 1.02 0.6656
O -1.445889 -1.068555 0.577706 -5.42 2.93 -3.00 -0.4891
C -1.668088 1.128646 -0.130743 -0.34 0.64 0.27 -0.4451
C -0.307060 1.321588 0.127902 0.73 -1.90 0.61 -0.1873
C 0.894957 0.284237 0.227512 -3.46 2.48 -1.70 0.0601
C 1.220587 -1.003403 -0.042491 3.18 0.90 0.47 -0.0792
C 2.694313 -1.148487 -0.210160 -3.77 -0.86 -0.81 -0.4647
C 2.939197 0.184747 -0.070759 12.62 -4.39 -3.01 -0.0520
O 2.075397 1.026885 -0.001193 -5.06 3.49 2.16 -0.2094
H -2.446646 1.944029 -0.368315 1.64 -1.33 0.59 0.3395
H 0.196827 2.324460 0.387844 -1.56 -1.26 -1.12 0.2874
H 0.748092 -1.870605 0.043759 -2.98 -2.91 0.21 0.5185
H 3.119349 -2.194987 -0.662936 -0.45 3.38 1.72 0.2862
H 4.090723 0.477509 -0.236835 -2.80 0.31 0.61 0.2370
```
Positions in Å, forces in eV/Å.

No. 3
Molecular formula: C6H5NO4
Method: DFT, ωB97M-V/def2-TZVPD

The value obtained for the relative energy (zero: lowest compared OMol25 entry of this formula, charge and spin) is 167.7 kJ/mol. The LUMO energy is -0.62 eV. The spin multiplicity is 1. The charge is 0. The calculation puts the electronic energy at -587.2727 Eh.

```
16
Properties=species:S:1:pos:R:3:forces:R:3:mulliken_charge:R:1
C -1.132684 -1.026235 0.020210 1.47 -0.22 0.52 0.8771
C -2.449562 -0.191726 -0.028877 0.23 -0.20 0.12 0.2501
C -0.908289 1.495869 -0.042110 4.93 -2.36 0.28 0.5037
C -0.155114 2.581922 -0.027528 -0.82 -0.48 0.03 -0.7845
C 1.394357 -0.257908 -0.018010 -2.62 -1.84 1.08 0.6552
C 1.922785 -1.625172 -0.078104 -1.49 -2.21 0.23 -0.7963
N -0.041738 -0.209511 -0.032416 -2.87 4.48 -0.43 -0.2733
O -1.185787 -2.221701 0.197802 -0.29 0.40 -0.35 -0.5853
O -3.525510 -0.664832 -0.051360 0.40 1.03 -0.02 -0.3871
O 2.018335 0.714468 0.176311 1.49 2.17 -0.09 -0.5292
O -2.160126 1.234148 0.041079 -2.17 -1.92 -0.30 -0.3325
H -0.762722 3.489959 -0.037891 0.57 0.06 0.04 0.2821
H 0.938398 2.511822 0.046521 -0.91 0.23 -0.23 0.3645
H 2.550980 -1.817155 0.808687 0.02 0.29 -0.56 0.2889
H 2.514643 -1.656156 -1.017618 -0.40 -0.70 0.59 0.2328
H 0.982027 -2.357785 0.043311 2.45 1.26 -0.91 0.2339
```
Positions in Å, forces in eV/Å.

No. 4
Molecular formula: C6H5O6Pt
Method: DFT, ωB97M-V/def2-TZVPD

The value obtained for the relative energy (zero: lowest compared OMol25 entry of this formula, charge and spin) is 50.4 kJ/mol. The LUMO energy (spin up / spin down) is -4.39 / -5.72 eV. The spin multiplicity is 3. The charge is +1. The calculation puts the electronic energy at -801.9598 Eh.

```
18
Properties=species:S:1:pos:R:3:forces:R:3:lowdin_spin:R:1
O 3.280442 -0.111926 -3.244656 -2.93 0.40 2.02 0.0184
C 2.323324 -0.065350 -2.610607 3.54 -0.72 -2.44 0.2354
Pt -1.644817 0.707769 0.331946 -0.70 0.27 0.85 0.0959
C -3.205285 -0.276418 1.062566 -1.83 -1.39 1.46 0.1656
O -4.109564 -0.814077 1.535599 2.45 1.57 -1.55 0.0939
C -2.319797 2.354722 1.249706 -0.75 2.52 0.10 0.1542
O -2.684984 3.361085 1.676643 1.09 -3.06 -0.89 0.0883
C -1.122218 -0.907191 -0.664647 0.59 -2.15 -1.80 0.1975
O -0.914816 -1.898522 -1.216883 -0.59 2.67 1.66 0.1196
C -0.000028 1.685528 -0.178187 2.31 0.74 -0.58 0.2189
O 0.901867 2.386655 -0.349189 -2.28 -1.29 0.50 0.1814
H 1.050531 0.119049 -1.694307 -0.95 0.49 0.56 0.3910
C 1.697652 -2.694612 0.408869 0.03 -0.34 0.01 0.0023
O 1.704998 -1.290213 0.154990 0.31 0.49 0.44 0.0358
H 0.696390 -3.001449 0.726062 0.12 -0.07 0.00 0.0004
H 2.415030 -2.988631 1.185703 -0.14 0.13 -0.25 0.0007
H 1.948097 -3.205404 -0.526241 -0.03 0.00 0.22 0.0000
H 2.202144 -0.840744 0.856740 -0.23 -0.27 -0.32 0.0009
```
Positions in Å, forces in eV/Å.